{"formula": "C35H44AsBBrCl2F4IN4O2PSYb", "method": "ωB97M-V/def2-TZVPD", "symbols": ["C", "O", "H", "H", "C", "H", "C", "H", "C", "H", "C", "H", "C", "Yb", "H", "F", "H", "C", "H", "P", "C", "F", "H", "H", "C", "C", "H", "C", "H", "C", "H", "O", "H", "C", "H", "C", "C", "C", "H", "C", "H", "H", "H", "As", "C", "C", "N", "C", "H", "H", "B", "H", "H", "N", "H", "H", "H", "H", "H", "H", "H", "F", "N", "H", "H", "C", "Cl", "Br", "C", "C", "Cl", "H", "H", "N", "C", "H", "C", "C", "C", "H", "H", "H", "H", "S", "C", "H", "C", "C", "H", "C", "H", "C", "C", "C", "F", "C", "I", "H"], "coordinates": [[4.98402, -4.53675, 2.86353], [-7.50920, 3.80459, 2.27712], [-2.34485, -4.44340, -2.79975], [3.58273, -7.06476, 1.47117], [1.71966, -5.27794, 3.92789], [-1.22839, -3.95318, -4.99179], [-2.62322, -2.36700, -2.32404], [3.23454, -5.26611, -1.78677], [-1.21280, -1.82358, -4.58347], [2.52713, -5.23340, 4.69018], [-1.98423, 6.26500, -5.58520], [-0.26357, 4.54413, -7.46806], [-1.67861, -0.75718, -3.74880], [-1.29211, 0.63097, -0.62591], [1.96669, -7.66101, 1.99844], [0.37650, -0.64159, 0.44213], [-2.36588, 6.77472, -4.67727], [-2.22321, -3.41278, -3.12980], [0.15214, 5.03555, -3.36651], [3.36363, -4.28032, 2.01218], [-5.75704, 2.09928, -0.93193], [-1.62872, -1.49128, 0.05880], [5.20066, -3.91645, -1.33946], [5.67505, -4.45206, 2.02159], [-4.28256, 3.18372, 3.57804], [5.20966, -3.31308, 3.85719], [-4.35954, 3.80559, 4.48100], [-1.09685, 1.44058, 4.20524], [-1.06892, 6.85981, -5.82504], [0.31481, 4.67305, -4.42435], [5.15340, -2.42945, 3.14927], [-6.59473, 4.09421, 4.28420], [5.34799, -6.73821, 3.08278], [2.08331, 5.60096, 1.16940], [5.67154, -3.24665, 0.22380], [-2.17082, 2.28558, 4.40743], [-3.05672, 2.51253, 3.34298], [-3.85034, 2.07970, 1.04390], [4.43153, -5.88994, 4.43586], [-0.83512, 0.97271, 2.92535], [-6.45294, 1.93953, -1.81171], [3.44240, -6.38550, -0.43726], [0.14467, 0.59322, 2.64765], [-1.55802, 4.39177, -5.12586], [2.27798, -5.64561, 2.51342], [5.27350, -5.79626, 3.69895], [-3.52091, 1.55339, -0.15060], [3.03608, -5.38294, -0.68057], [-1.56266, 0.21356, -4.10478], [-2.60137, 6.24705, -6.47719], [-0.29901, -1.96581, 0.38179], [4.47720, -3.25899, 4.68247], [0.81370, 3.68039, -4.57173], [-2.34059, -1.04670, -2.64009], [0.79849, 8.27112, -0.49602], [5.76458, -5.08319, -0.15953], [-3.26800, -2.59086, -1.40725], [1.96992, -5.38403, -0.59394], [-7.16917, 2.71234, 0.65372], [-2.04275, 4.15591, -7.64184], [1.37181, -5.52538, 1.86509], [-0.22767, -2.60661, 1.65409], [-6.55093, 3.73548, 3.09468], [6.21495, -5.75551, 4.28139], [2.74237, 7.57588, 0.83889], [-5.32807, 3.12345, 2.69826], [1.53917, 3.03341, 1.27928], [-0.75689, -1.20544, -6.26782], [-4.45253, 1.62073, -1.14860], [0.79609, 7.22462, -0.02721], [-1.30191, 6.72399, -1.52448], [-4.22855, 1.22213, -2.12543], [1.21776, -4.28820, 3.94099], [-1.66118, 1.23726, 1.87555], [1.93693, 6.87099, 0.72579], [6.20519, -3.44993, 4.23197], [-1.09960, 4.00112, -7.01959], [2.83706, -7.01098, 2.30877], [-6.11708, 2.48651, 0.37232], [-2.30017, 2.83958, 5.36261], [0.84411, 5.43072, -5.05797], [3.19281, -3.34637, -0.06604], [2.97314, 5.28616, 1.67140], [-1.07567, 3.72776, -0.68571], [-0.10642, 6.23164, -0.39820], [-0.40996, 1.10494, 4.97574], [1.15680, 4.59908, 0.75135], [5.13416, -4.14552, -0.27719], [3.31079, -7.40436, 3.25500], [3.72955, -4.26951, 0.18070], [0.94776, -5.99470, 4.26180], [-5.12796, 2.66020, 1.38218], [0.00059, 4.90753, -0.09248], [-2.76196, 2.00861, 2.05706], [0.19352, -2.93461, -0.57602], [-1.49963, -3.13345, -4.30350], [0.79359, 0.79127, -2.96542], [-0.88264, 2.94261, -7.15021]], "de_lowest_kj_mol": 0.0, "homo_lumo_gap_ev": [4.803, 4.799], "lumo_ha": [-0.0872, -0.0872], "e_homo_ev": [-7.2, -7.2], "e_tot_ha": -10080.1485, "multiplicity": 2, "fmax_ha_per_bohr": 0.0804}

---

{"formula": "C40H110O35S15", "method": "ωB97M-V/def2-TZVPD", "symbols": ["H", "H", "H", "O", "C", "S", "H", "O", "O", "C", "S", "S", "O", "H", "H", "H", "S", "O", "H", "O", "C", "S", "S", "C", "H", "H", "H", "C", "O", "C", "H", "H", "H", "H", "H", "C", "H", "H", "C", "H", "C", "H", "O", "H", "H", "H", "H", "H", "H", "H", "H", "S", "C", "H", "C", "H", "O", "H", "O", "H", "C", "H", "H", "O", "H", "H", "H", "H", "H", "H", "H", "O", "H", "H", "C", "H", "C", "C", "C", "O", "H", "C", "H", "O", "O", "C", "S", "O", "H", "H", "H", "S", "H", "C", "H", "O", "C", "H", "H", "H", "O", "O", "H", "O", "S", "H", "H", "C", "O", "H", "H", "H", "C", "O", "H", "O", "O", "H", "O", "H", "H", "C", "S", "C", "H", "H", "H", "C", "C", "H", "O", "H", "O", "H", "O", "S", "C", "H", "H", "C", "H", "H", "H", "H", "H", "H", "S", "C", "H", "H", "H", "H", "H", "C", "H", "C", "C", "H", "H", "H", "H", "C", "S", "H", "O", "H", "H", "O", "C", "C", "H", "C", "C", "O", "O", "O", "H", "H", "O", "H", "H", "C", "H", "H", "H", "H", "H", "C", "H", "H", "H", "S", "H", "C", "O", "H", "H", "H", "H", "H"], "coordinates": [[30.79743, 15.20079, 22.40488], [20.02672, 3.98961, 23.21619], [25.32202, 15.48251, 22.43193], [24.45404, 8.95093, 24.27973], [24.55317, 16.21372, 25.73263], [23.03948, 8.77617, 15.43582], [24.55593, 10.35391, 14.37496], [26.67888, 4.64118, 15.33890], [17.47960, 4.98429, 17.30252], [23.52008, 10.42427, 14.70687], [25.82806, 5.96469, 15.83480], [23.65634, 9.90965, 25.16700], [29.72127, 7.92926, 17.50404], [22.80532, 12.47625, 18.34072], [26.76205, 9.79072, 23.47724], [21.31889, 4.80473, 19.69082], [28.35454, 8.47403, 26.67047], [27.29005, 11.52667, 20.41266], [21.98600, 10.57931, 19.49480], [21.31315, 13.19513, 16.11573], [28.99869, 5.37184, 20.23205], [26.91611, 10.26530, 21.02644], [24.53034, 15.64177, 20.10102], [28.14637, 9.95654, 16.90430], [20.56214, 5.10218, 21.89416], [27.64354, 12.84951, 27.30295], [25.64721, 7.31822, 20.16289], [26.46242, 4.15823, 24.68468], [27.87806, 9.52828, 27.86530], [22.03513, 11.48431, 20.10033], [26.15491, 13.81015, 19.78267], [27.66772, 10.05278, 17.87884], [24.90825, 16.61805, 24.78473], [21.43165, 6.53078, 19.97082], [19.12336, 6.89287, 21.95073], [30.44132, 7.83116, 22.16611], [23.90443, 7.12378, 20.12520], [23.50173, 11.32924, 15.31416], [16.32233, 5.67449, 19.63979], [19.35670, 10.23943, 18.01781], [20.35035, 15.05608, 17.78857], [25.70023, 4.72235, 25.22222], [28.67896, 9.17674, 25.38821], [27.44040, 9.43277, 16.25981], [23.03228, 11.49360, 20.54046], [29.34884, 3.96799, 16.19778], [26.47024, 10.90115, 28.36614], [28.86116, 16.40240, 25.44732], [27.50042, 13.98883, 24.13436], [27.34254, 4.34979, 25.29852], [30.64870, 8.16360, 14.70544], [20.27713, 13.33251, 17.11884], [28.73288, 3.90927, 19.80718], [22.66030, 10.60783, 23.05016], [24.36470, 15.63616, 21.93389], [21.87251, 8.44131, 25.96466], [26.81224, 14.73549, 25.75386], [30.44484, 8.97686, 27.92487], [24.49651, 5.45958, 16.23266], [28.43546, 3.74975, 18.77074], [31.49487, 15.11621, 21.57149], [25.81356, 6.85097, 24.07840], [26.77639, 15.66363, 23.95951], [25.29809, 10.20870, 20.93733], [24.61891, 8.34972, 19.11263], [21.61087, 10.72390, 17.08257], [27.86148, 4.56443, 13.67813], [26.37373, 10.52826, 26.65635], [23.58157, 9.14743, 21.29030], [29.59739, 8.12551, 22.79000], [23.02102, 7.29026, 23.65540], [17.25763, 7.46166, 17.87719], [16.48631, 4.64114, 19.94540], [19.08952, 8.97140, 16.68954], [21.91811, 9.26182, 25.24856], [28.43243, 2.70810, 15.25077], [26.68530, 6.63499, 23.46073], [29.81795, 8.82009, 14.96427], [26.66600, 6.19678, 17.47843], [21.39059, 9.06623, 15.77326], [24.73582, 13.23052, 19.13363], [18.64853, 7.87386, 21.96801], [28.08206, 10.94393, 16.44710], [18.88971, 13.00516, 16.85320], [24.66681, 13.71410, 24.60919], [29.54764, 13.78513, 19.49517], [17.48675, 6.09499, 18.30700], [24.76602, 13.92096, 27.10503], [33.17714, 14.93570, 22.85104], [21.39877, 15.19321, 18.05337], [21.45904, 9.15020, 17.88927], [30.06428, 12.94042, 21.09777], [16.56058, 6.40759, 20.41044], [28.73975, 15.47923, 24.88064], [26.85449, 7.40144, 22.70440], [31.57453, 13.67541, 21.25532], [22.01442, 12.61233, 19.07833], [20.14057, 6.78669, 17.70930], [24.89107, 13.22273, 20.82441], [24.86291, 16.63116, 26.69071], [20.17262, 6.77687, 24.24042], [23.82918, 8.59798, 16.63454], [27.74339, 6.12444, 17.32982], [18.90016, 10.08507, 20.70184], [30.65099, 5.92199, 22.27743], [19.92849, 5.03817, 17.72546], [30.44669, 13.93205, 18.89664], [20.85418, 4.55908, 22.79296], [29.22185, 13.37152, 22.20142], [21.69099, 3.86316, 22.73336], [22.44182, 11.86955, 24.22487], [18.17491, 11.74564, 21.55330], [24.70566, 7.86161, 20.08336], [30.66142, 5.57103, 23.69486], [28.23840, 10.59498, 22.91274], [29.14700, 5.41380, 21.66515], [30.33089, 11.54662, 20.80065], [31.07397, 15.64815, 20.71827], [19.68135, 10.07334, 23.08381], [26.29938, 7.15499, 17.84657], [26.27165, 3.08786, 24.60712], [21.36153, 5.77244, 19.19101], [19.70483, 9.28230, 21.84178], [17.76102, 10.84493, 21.09995], [26.68332, 11.55541, 23.02549], [27.59932, 6.66125, 24.05402], [21.24913, 10.10194, 25.43499], [27.95594, 4.73928, 14.74986], [28.90208, 3.69170, 15.24271], [23.39451, 5.69392, 23.28077], [20.96703, 8.87393, 21.31576], [28.27387, 5.78165, 14.72773], [31.67083, 5.50108, 21.31131], [22.32227, 6.68766, 22.14303], [27.42193, 8.96210, 20.62144], [21.25248, 5.73717, 24.16070], [19.63241, 9.85009, 17.03777], [19.22236, 10.67183, 16.45065], [15.36065, 5.88699, 19.17275], [20.05322, 5.91610, 18.35932], [21.54966, 8.93641, 24.27570], [17.12752, 10.33910, 21.82859], [19.79719, 15.22506, 18.71245], [28.72245, 11.86819, 28.13348], [24.05235, 11.66373, 23.44423], [22.17645, 13.56934, 19.57429], [25.15427, 14.47679, 25.75712], [27.06647, 10.64895, 27.48921], [29.01754, 8.24355, 14.50053], [16.73813, 10.46174, 19.26534], [28.15005, 5.98549, 19.92981], [29.15574, 14.64288, 25.44238], [20.04743, 15.76146, 17.01475], [16.92595, 11.30997, 19.92362], [29.63367, 3.30387, 19.90804], [23.17197, 11.15752, 23.84019], [32.90941, 15.57522, 22.00995], [15.93118, 11.56658, 20.28787], [29.86971, 9.75539, 14.40692], [29.73117, 3.66282, 14.53569], [23.83998, 16.53573, 22.25566], [28.05069, 11.83878, 27.27559], [26.62716, 4.86384, 22.98686], [21.32095, 11.57218, 20.91906], [25.31605, 4.66288, 22.27377], [29.06450, 14.72831, 19.75034], [17.96226, 8.00761, 21.13181], [23.08362, 7.81103, 14.28530], [22.58821, 6.41822, 23.16517], [24.63961, 8.91516, 21.16900], [29.58310, 7.73405, 28.60769], [27.15064, 10.58769, 22.84324], [29.95395, 8.04870, 27.63221], [23.12618, 15.84225, 19.48542], [27.42543, 7.36412, 26.70496], [26.14349, 7.08462, 14.94951], [22.89899, 10.50801, 13.81505], [30.25452, 8.12719, 21.13384], [18.88853, 6.00794, 19.11455], [28.67027, 11.65691, 26.39744], [23.47701, 16.15320, 25.57039], [21.16620, 9.73104, 17.01465], [33.56070, 15.38654, 21.15653], [26.38914, 5.37019, 18.13280], [28.92903, 13.05809, 18.96903], [25.00743, 8.52004, 22.11593], [29.91653, 5.63933, 19.70849], [27.40939, 14.99519, 24.54311], [27.99164, 3.37623, 20.40260], [18.23712, 7.97347, 22.97247], [17.47745, 12.07873, 19.38236], [29.77950, 9.23728, 16.78141], [22.36993, 5.77799, 18.77724], [25.07999, 13.85580, 19.95744], [20.72753, 12.42403, 18.43939], [29.30354, 15.65655, 23.96478], [30.54527, 7.34336, 27.04832], [23.76639, 14.79034, 22.27260], [32.85698, 16.63065, 22.27723], [31.37871, 8.25953, 22.52093]], "de_lowest_kj_mol": 376.0, "homo_lumo_gap_ev": 7.940, "lumo_ha": -0.0097, "e_homo_ev": -8.2, "e_tot_ha": -10195.7986, "fmax_ha_per_bohr": 0.1016}